[1]
The following is a DFT calculation (ωB97M-V with the def2-TZVPD basis set) of C7H17N2O3Y as an isolated structure.

```
30
Properties=species:S:1:pos:R:3:nbo_charge:R:1
Y 0.17888 2.54054 4.05033 1.703
O -0.33157 0.33532 3.40801 -1.028
O 2.53631 -1.25193 -2.18947 -0.644
O 0.02030 2.59093 1.65371 -0.811
N -1.72450 2.57868 0.07219 -0.565
N 0.94031 -2.77930 -2.24165 -0.594
C 0.08719 4.21445 -0.02982 -0.705
C -0.56260 3.05157 0.64310 0.740
C -0.54199 -0.95257 2.94676 -0.230
C 2.18151 -2.62020 -0.20950 -0.704
C 1.94593 -2.16823 -1.60178 0.656
C -2.36904 1.26373 0.47886 -0.456
C 0.49499 -2.61263 -3.56636 -0.419
H -2.23620 3.17155 -0.56560 0.424
H 1.10898 4.04744 -0.37064 0.279
H 0.47213 -3.46509 -1.66667 0.380
H 1.88595 -1.85764 0.51109 0.234
H 0.08798 -1.71967 3.39709 0.172
H -0.60489 4.57378 -0.79140 0.230
H -1.60864 0.50152 0.64894 0.233
H -3.02924 0.67817 -0.16094 0.249
H -2.80240 1.30310 1.47824 0.216
H 0.71091 -3.42737 -4.25750 0.204
H 3.22625 -2.81996 0.02864 0.252
H 0.32404 4.94528 0.74342 0.238
H -1.56404 -1.23971 3.19389 0.161
H -0.59240 -2.56413 -3.50857 0.192
H 1.57805 -3.49658 0.02693 0.207
H 0.74234 -1.64428 -4.00133 0.235
H -0.55445 -1.17679 1.88015 0.151
```

Its spin multiplicity is 2. For the lowest unoccupied orbital energy (spin up / spin down), the calculation gives -0.155 / -0.169 Eh. The value obtained for the HOMO energy (spin up / spin down) is -10.80 / -11.29 eV. The total charge is +1.

[2]
The following is a DFT calculation (ωB97M-V with the def2-TZVPD basis set) of one molecule with the formula C7H17N2OP.

```
28
Properties=species:S:1:pos:R:3:nbo_charge:R:1
P -1.31436 -1.00016 -0.60866 1.397
O -1.36646 -1.20690 0.96682 -0.826
N 0.51307 -0.09465 -0.42728 -0.691
N -2.12265 0.45303 -0.96962 -0.780
C -3.22418 0.51811 -2.04811 -0.389
C 1.51887 -2.11292 0.93982 -0.649
C 0.98613 -0.66278 0.89442 0.054
C -0.29542 -0.65968 1.73447 -0.060
C 1.41424 -0.16927 -1.51338 -0.411
C 2.04118 0.24484 1.39878 -0.640
C -2.24535 1.57098 0.03190 -0.406
H 1.72004 1.24105 1.03871 0.231
H 2.10388 0.66367 -1.51518 0.184
H -4.13755 0.78128 -1.60910 0.185
H 2.17240 0.52695 2.56263 0.222
H 2.54265 -2.21473 0.62439 0.210
H -0.13765 -1.09620 2.79769 0.203
H 1.54093 -2.52567 1.93439 0.218
H 2.19186 -1.08873 -1.44999 0.150
H -0.48719 0.41407 1.98716 0.168
H -2.98351 1.36136 -2.75371 0.185
H 2.96320 -0.16728 0.90082 0.221
H 0.82092 -2.88758 0.44814 0.220
H 0.87357 -0.17092 -2.43865 0.205
H -1.54170 1.30290 0.76428 0.205
H -3.33526 1.57630 0.37887 0.188
H -1.85852 2.40112 -0.44642 0.199
H -3.17357 -0.32836 -2.62741 0.207
```

Its spin multiplicity is 1. For the lowest unoccupied orbital energy, the calculation gives 0.033 Eh. For the energy relative to the best compared isomer or geometry (same formula, charge and spin), the calculation gives 33.85 kcal/mol. Its structure (SMILES) is CN(C)P1OCC(C)(C)N1C. The value obtained for the HOMO energy is -7.95 eV.

[3]
The following is a DFT calculation (ωB97M-V with the def2-TZVPD basis set) of C7H17N3 as an isolated structure.

```
27
Properties=species:S:1:pos:R:3:nbo_charge:R:1
N -0.04612 1.74595 -1.40701 -0.436
N -1.19255 -0.32683 -1.94020 -0.344
N -1.38285 -1.52061 -1.21314 -0.637
C 0.07482 0.06475 1.41364 -0.091
C 0.26415 1.52839 1.59326 -0.679
C 2.48048 0.28514 0.02179 -0.641
C -0.33618 0.60217 -1.41784 0.446
C -2.36003 0.18761 -2.64151 -0.401
C 1.19193 -0.51819 -0.04800 -0.453
C 0.46128 -0.79620 2.58493 -0.639
H 1.11867 -0.94512 -1.05047 0.233
H 1.51643 -0.66509 2.83250 0.209
H 2.34772 1.27692 -0.40711 0.221
H -2.22722 -1.47189 -0.64551 0.341
H 2.82547 0.42710 1.04499 0.196
H 3.27344 -0.23738 -0.51633 0.207
H -2.73982 -0.58821 -3.31070 0.201
H -0.61994 1.97826 2.05062 0.215
H 1.15546 1.77184 2.16894 0.203
H 1.31848 -1.48859 0.42817 0.199
H -3.16416 0.47227 -1.94848 0.182
H -1.45923 -2.29599 -1.86270 0.359
H -2.07961 1.06092 -3.22916 0.229
H 0.27683 -1.85123 2.38766 0.211
H 0.35007 2.00313 0.59408 0.265
H -0.92058 -0.18668 1.05549 0.188
H -0.12694 -0.51244 3.46208 0.216
```

Its spin multiplicity is 1. For the lowest unoccupied orbital energy, the calculation gives 0.027 Eh. For the energy relative to the best compared isomer or geometry (same formula, charge and spin), the calculation gives 111.67 kcal/mol. The value obtained for the HOMO energy is -9.00 eV.

[4]
The following is a DFT calculation (ωB97M-V with the def2-TZVPD basis set) of C7H17N4 as an isolated structure.

```
28
Properties=species:S:1:pos:R:3:nbo_charge:R:1
N -1.64466 1.62880 0.89034 -0.112
N -1.11195 0.64454 0.22582 0.182
N -3.38276 -1.20818 -0.97193 -0.853
N -1.94500 -0.30088 0.68882 -0.195
C -2.56531 0.72768 1.49309 -0.129
C -2.48664 -1.51382 0.13885 -0.082
C 3.36584 -0.66217 0.90628 -0.594
C 0.27454 1.87292 -1.34964 -0.650
C 2.62924 0.19437 -0.14326 -0.404
C 1.22898 0.43436 0.48867 -0.393
C 0.10223 0.61119 -0.58584 -0.070
H -3.19887 -1.77671 1.02659 0.236
H -0.49432 2.17349 -2.06809 0.248
H 0.94034 -0.46768 1.06097 0.203
H 1.28189 1.22456 1.30286 0.237
H 3.18212 -0.12115 1.82054 0.202
H -1.64965 -2.30721 0.09397 0.218
H 2.91813 -1.62682 1.03156 0.205
H 2.45672 -0.42861 -1.04152 0.208
H -4.14927 -1.87762 -1.10561 0.403
H -2.35375 0.72181 2.65022 0.285
H 1.18985 1.88210 -2.09064 0.265
H -3.68766 0.86614 1.23303 0.284
H 3.13786 1.15159 -0.16469 0.227
H 4.42362 -0.66623 0.52570 0.231
H -0.02925 -0.28789 -1.16495 0.230
H -2.83720 -1.09240 -1.88222 0.376
H 0.45625 2.65910 -0.66058 0.240
```

Its spin multiplicity is 1. For the lowest unoccupied orbital energy, the calculation gives -0.166 Eh. For the energy relative to the best compared isomer or geometry (same formula, charge and spin), the calculation gives 109.15 kcal/mol. The value obtained for the HOMO energy is -14.04 eV. The total charge is +1.

Max |F| across the listed records, respectively: 5.65 4.65 3.56 3.92 eV/A.